Record 1
Below is the molecule C5H10O2, with properties calculated with ωB97M-V/def2-TZVPD.

The energy above the lowest of the compared OMol25 structures with the same formula, charge and spin is 2.474 eV. The calculation puts the highest occupied orbital energy at -9.84 eV. Its max |F| is 0.39 eV Å⁻¹. The total energy comes out at -9440.5692 eV. As for the HOMO-LUMO gap: 0.398 Eh.

Element x y z (Å)
C: 2.27 0.67 0.17
O: 1.06 0.38 -0.50
C: 0.42 -0.74 0.02
C: -0.35 -0.61 1.30
C: -1.08 -0.73 -0.01
C: -1.79 0.47 -0.58
O: -1.89 0.41 -1.99
H: 2.97 -0.18 0.11
H: 2.09 0.90 1.23
H: 2.71 1.54 -0.32
H: 0.94 -1.68 -0.18
H: -0.36 -1.45 1.99
H: -0.35 0.37 1.78
H: -1.56 -1.68 -0.23
H: -2.82 0.51 -0.21
H: -1.29 1.39 -0.25
H: -0.98 0.41 -2.32

---

Record 2
Below is the molecule C5H10O2, with properties calculated with ωB97M-V/def2-TZVPD.

The energy above the lowest of the compared OMol25 structures with the same formula, charge and spin is 2.283 eV. The calculation puts the highest occupied orbital energy at -10.16 eV. Its max |F| is 0.46 eV Å⁻¹. The total energy comes out at -9440.7597 eV. As for the HOMO-LUMO gap: 0.408 Eh.

Element x y z (Å)
C: 0.83 1.60 0.63
C: 0.66 0.17 0.18
C: -0.36 -0.07 -0.91
C: -1.78 -0.28 -0.33
O: -2.34 -1.52 -0.73
C: 1.75 -0.78 0.41
O: 0.59 -0.79 1.24
H: 1.33 2.18 -0.15
H: -0.15 2.07 0.82
H: 1.42 1.66 1.55
H: -0.10 -0.96 -1.49
H: -0.34 0.77 -1.61
H: -2.48 0.48 -0.69
H: -1.74 -0.21 0.76
H: -1.79 -2.21 -0.33
H: 2.67 -0.45 0.89
H: 1.85 -1.65 -0.24

---

Record 3
Below is a structure of composition C5H10O2, with properties calculated with ωB97M-V/def2-TZVPD.

The energy above the lowest of the compared OMol25 structures with the same formula, charge and spin is 5.213 eV. The calculation puts the highest occupied orbital energy at -8.25 eV. Its max |F| is 0.32 eV Å⁻¹. The total energy comes out at -9437.8305 eV. As for the HOMO-LUMO gap: 0.317 Eh.

Element x y z (Å)
C: 1.93 -0.18 1.16
C: 0.92 -0.05 0.03
O: 0.90 -1.25 -0.67
C: -0.49 0.28 0.57
C: -1.58 0.71 -0.35
C: -1.63 0.38 -1.71
O: -0.83 -0.30 -2.39
H: 2.02 0.75 1.74
H: 1.65 -1.00 1.84
H: 2.91 -0.43 0.74
H: 1.17 0.81 -0.61
H: 0.34 -1.07 -1.47
H: -0.62 -0.93 1.16
H: -0.53 0.83 1.52
H: -2.38 1.30 0.09
H: -1.29 -0.68 0.57
H: -2.50 0.82 -2.23

---

Record 4
Below is the molecule C5H10O2 at a distorted geometry, with properties calculated with ωB97M-V/def2-TZVPD.

The energy above the lowest of the compared OMol25 structures with the same formula, charge and spin is 3.527 eV. The calculation puts the highest occupied orbital energy at -9.55 eV. Its max |F| is 3.82 eV Å⁻¹. The total energy comes out at -9439.5160 eV. As for the HOMO-LUMO gap: 0.389 Eh.

Element x y z (Å)
C: 2.02 0.05 0.72
C: 0.85 0.61 -0.30
O: 0.96 -0.18 -1.46
C: -0.48 0.42 0.41
C: -1.74 0.45 -0.47
C: -1.77 -1.06 -0.21
O: -0.69 -0.96 0.74
H: 3.02 -0.26 0.32
H: 2.23 0.90 1.35
H: 1.66 -0.81 1.32
H: 1.06 1.67 -0.51
H: 1.68 -0.51 -0.86
H: -0.47 1.06 1.30
H: -2.58 1.00 -0.02
H: -1.60 0.76 -1.51
H: -1.48 -1.67 -1.07
H: -2.68 -1.47 0.25

---

Record 5
Below is the molecule C5H10O2 at a distorted geometry, with properties calculated with ωB97M-V/def2-TZVPD.

The energy above the lowest of the compared OMol25 structures with the same formula, charge and spin is 1.701 eV. The calculation puts the highest occupied orbital energy at -10.01 eV. Its max |F| is 1.13 eV Å⁻¹. The total energy comes out at -9441.3416 eV. As for the HOMO-LUMO gap: 0.400 Eh.

Element x y z (Å)
C: -2.50 -0.55 -0.15
C: -1.26 0.26 -0.62
C: 0.09 -0.08 0.08
O: 0.51 -1.33 -0.44
C: 1.40 0.90 -0.01
C: 2.58 0.30 0.74
O: 2.68 -0.87 1.07
H: -3.41 -0.20 -0.67
H: -2.40 -1.62 -0.35
H: -2.68 -0.42 0.92
H: -1.18 0.11 -1.71
H: -1.49 1.32 -0.44
H: -0.14 -0.19 1.15
H: 1.29 -1.56 0.09
H: 1.43 1.95 0.35
H: 1.69 0.98 -1.07
H: 3.40 0.99 1.06

---

Record 6
Below is a cluster of 2 separate species, C5H10O2 in total, with properties calculated with ωB97M-V/def2-TZVPD.

The energy above the lowest of the compared OMol25 structures with the same formula, charge and spin is 5.656 eV. The calculation puts the highest occupied orbital energy at -8.35 eV. Its max |F| is 0.53 eV Å⁻¹. The total energy comes out at -9437.3872 eV. As for the HOMO-LUMO gap: 0.336 Eh.

Element x y z (Å)
C: -1.82 -0.09 -1.14
O: -0.63 0.42 -0.55
C: -0.47 -0.04 0.77
C: 0.09 -1.41 1.03
C: 0.88 -0.18 1.39
C: 2.38 0.68 -0.87
O: 1.75 1.82 -0.82
H: -2.71 0.23 -0.59
H: -1.80 -1.19 -1.18
H: -1.87 0.30 -2.16
H: -1.26 0.31 1.44
H: -0.33 -2.02 1.82
H: 0.42 -1.96 0.15
H: 0.96 0.11 2.43
H: 1.82 0.01 0.85
H: 1.63 -0.09 -1.20
H: 0.79 1.72 -1.01

---

Record 7
Below is a structure of composition C5H10O2, with properties calculated with ωB97M-V/def2-TZVPD.

The energy above the lowest of the compared OMol25 structures with the same formula, charge and spin is 4.394 eV. The calculation puts the highest occupied orbital energy at -8.90 eV. Its max |F| is 0.59 eV Å⁻¹. The total energy comes out at -9438.6495 eV. As for the HOMO-LUMO gap: 0.366 Eh.

Element x y z (Å)
C: -2.12 -0.50 0.24
C: -1.96 0.98 0.07
O: -1.03 1.63 0.51
C: 1.18 -1.71 -0.30
C: 1.83 -0.59 -0.64
C: 1.68 -0.18 0.80
O: 0.99 -1.45 1.04
H: -3.09 -0.71 0.71
H: -2.14 -0.98 -0.74
H: -1.31 -0.91 0.84
H: -2.76 1.49 -0.51
H: 0.74 2.52 -0.85
H: 0.81 -2.62 -0.75
H: 2.27 -0.16 -1.53
H: 1.29 2.68 -1.32
H: 1.01 0.65 1.02
H: 2.60 -0.14 1.41

---

Record 8
Below is a cluster of 2 separate species, C5H10O2 in total at a distorted geometry, with properties calculated with ωB97M-V/def2-TZVPD.

The energy above the lowest of the compared OMol25 structures with the same formula, charge and spin is 2.512 eV. The calculation puts the highest occupied orbital energy at -8.57 eV. Its max |F| is 2.06 eV Å⁻¹. The total energy comes out at -9440.5307 eV. As for the HOMO-LUMO gap: 0.338 Eh.

Element x y z (Å)
C: -1.10 -2.27 0.51
C: -0.70 -1.04 -0.25
C: -0.46 0.14 0.31
O: -0.54 0.29 1.70
C: -0.13 1.40 -0.39
C: -0.25 1.56 -1.71
H: -1.16 -1.99 1.56
H: -0.31 -3.02 0.44
H: -2.03 -2.70 0.16
H: -0.57 -1.13 -1.32
H: 0.33 0.61 1.97
H: -0.30 2.30 0.20
H: -0.57 0.75 -2.36
H: -0.10 2.54 -2.16
H: 3.31 1.17 0.70
H: 1.95 0.93 0.05
O: 2.63 0.49 0.59

---

Record 9
Below is the molecule C5H10O2, with properties calculated with ωB97M-V/def2-TZVPD.

The energy above the lowest of the compared OMol25 structures with the same formula, charge and spin is 1.164 eV. The calculation puts the highest occupied orbital energy at -9.88 eV. Its max |F| is 0.41 eV Å⁻¹. The total energy comes out at -9441.8791 eV. As for the HOMO-LUMO gap: 0.394 Eh.

Element x y z (Å)
C: 0.60 -1.74 1.54
C: -0.45 -1.28 0.54
C: 0.11 -0.36 -0.52
O: 1.29 -0.38 -0.80
C: -0.80 0.68 -1.13
C: -0.21 1.97 -0.53
O: 0.99 2.30 -1.17
H: 0.21 -2.54 2.18
H: 1.49 -2.10 1.02
H: 0.91 -0.91 2.19
H: -0.88 -2.13 0.00
H: -1.30 -0.79 1.04
H: -0.05 1.77 0.54
H: 1.50 1.46 -1.21
H: -1.85 0.55 -0.87
H: -0.69 0.69 -2.22
H: -0.89 2.81 -0.60

---

Record 10
Below is the molecule C5H10O2, with properties calculated with ωB97M-V/def2-TZVPD.

The energy above the lowest of the compared OMol25 structures with the same formula, charge and spin is 5.257 eV. The calculation puts the highest occupied orbital energy at -8.71 eV. Its max |F| is 0.39 eV Å⁻¹. The total energy comes out at -9437.7861 eV. As for the HOMO-LUMO gap: 0.321 Eh.

Element x y z (Å)
C: -2.46 -1.72 -0.10
C: -1.22 -1.09 -0.54
C: 1.26 0.18 -0.32
C: 2.46 0.80 0.37
O: 2.36 2.21 0.35
C: -1.12 0.33 -0.14
O: 0.13 0.72 0.36
H: -2.79 -2.57 -0.70
H: -1.98 -2.17 0.79
H: -3.29 -1.10 0.26
H: 1.22 0.45 -1.38
H: 1.28 -0.92 -0.25
H: 3.38 0.51 -0.15
H: 2.51 0.42 1.40
H: 1.45 2.40 0.60
H: -1.86 0.72 0.57
H: -1.34 0.82 -1.12

---

Record 11
Below is the molecule C5H10O2, with properties calculated with ωB97M-V/def2-TZVPD.

The energy above the lowest of the compared OMol25 structures with the same formula, charge and spin is 3.939 eV. The calculation puts the highest occupied orbital energy at -8.56 eV. Its max |F| is 0.58 eV Å⁻¹. The total energy comes out at -9439.1037 eV. As for the HOMO-LUMO gap: 0.347 Eh.

Element x y z (Å)
C: 2.63 1.22 0.39
O: 1.32 0.87 0.87
C: 1.03 -0.41 0.83
C: -0.40 -0.56 1.32
C: -1.25 -1.04 0.13
C: -1.51 0.08 -0.87
O: -2.21 -0.36 -2.01
H: 2.50 1.83 -0.51
H: 3.19 0.31 0.18
H: 3.12 1.82 1.16
H: -0.72 -1.86 -0.37
H: -0.39 -1.34 2.09
H: -0.82 0.36 1.75
H: -2.21 -1.44 0.48
H: -2.13 0.85 -0.41
H: -0.56 0.56 -1.15
H: -1.65 -1.00 -2.47

---

Record 12
Below is a cluster of 2 separate species, C5H10O2 in total at a distorted geometry, with properties calculated with ωB97M-V/def2-TZVPD.

The energy above the lowest of the compared OMol25 structures with the same formula, charge and spin is 4.894 eV. The calculation puts the highest occupied orbital energy at -8.07 eV. Its max |F| is 4.40 eV Å⁻¹. The total energy comes out at -9438.1491 eV. As for the HOMO-LUMO gap: 0.302 Eh.

Element x y z (Å)
C: 1.39 0.43 -2.08
C: 1.65 0.42 -0.55
C: 0.74 -0.30 0.29
O: -0.67 -0.37 0.11
C: 1.11 -1.12 1.52
C: 0.10 -1.40 2.38
H: 0.86 -0.37 -2.49
H: 2.30 0.33 -2.47
H: 0.99 1.40 -2.15
H: 2.78 0.78 -0.26
H: -1.01 0.58 0.20
H: 2.11 -1.39 1.64
H: -0.91 -1.70 2.00
H: 0.36 -1.79 3.30
H: -3.56 1.71 -1.16
H: -4.00 1.49 0.28
O: -4.24 1.32 -0.59

---

Record 13
Below is a cluster of 2 separate species, C5H10O2 in total, with properties calculated with ωB97M-V/def2-TZVPD.

The energy above the lowest of the compared OMol25 structures with the same formula, charge and spin is 2.604 eV. The calculation puts the highest occupied orbital energy at -9.59 eV. Its max |F| is 0.64 eV Å⁻¹. The total energy comes out at -9440.4387 eV. As for the HOMO-LUMO gap: 0.382 Eh.

Element x y z (Å)
O: 2.09 0.42 0.83
C: 1.73 -0.67 -0.01
C: 0.37 -1.17 0.35
C: -0.78 1.65 0.12
C: -1.99 0.79 -0.13
O: -2.31 0.35 -1.20
C: -0.50 -1.63 -0.55
H: 3.04 0.57 0.72
H: 1.75 -0.37 -1.07
H: 2.44 -1.50 0.12
H: 0.12 -1.18 1.41
H: -0.37 1.56 1.13
H: 0.02 1.50 -0.61
H: -1.20 2.66 0.00
H: -2.62 0.61 0.77
H: -0.32 -1.55 -1.62
H: -1.47 -2.04 -0.26

---

Record 14
Below is a cluster of 2 separate species, C5H10O2 in total, with properties calculated with ωB97M-V/def2-TZVPD.

The energy above the lowest of the compared OMol25 structures with the same formula, charge and spin is 2.546 eV. The calculation puts the highest occupied orbital energy at -9.94 eV. Its max |F| is 0.86 eV Å⁻¹. The total energy comes out at -9440.4971 eV. As for the HOMO-LUMO gap: 0.379 Eh.

Element x y z (Å)
C: -1.22 -0.26 -2.42
C: -0.82 0.58 -1.22
O: 0.48 0.24 -0.74
C: 0.45 -0.32 1.85
C: 1.44 -1.19 1.72
C: 0.71 1.12 1.82
O: -0.13 1.90 2.22
H: -1.25 -1.29 -2.08
H: -2.20 0.05 -2.82
H: -0.47 -0.14 -3.19
H: -0.79 1.62 -1.55
H: -1.58 0.48 -0.45
H: -0.58 -0.57 2.11
H: 1.25 -2.22 1.92
H: 0.50 -0.62 -0.31
H: 2.45 -0.83 1.54
H: 1.74 1.40 1.52